# 1
DFT (ωB97M-V with the def2-TZVPD basis set) results for a structure of composition C7H24BCuN2O2P.

HOMO-LUMO gap (alpha / beta): 0.223 / 0.331 Ha
spin multiplicity: 3
lowest unoccupied orbital energy (alpha / beta): -2.386 / -3.974 eV
net charge: +1
energy above the lowest of the compared OMol25 structures with the same formula, charge and spin: 0.307 eV
molar mass: 273.613 g mol⁻¹

Cartesian coordinates (Å):
Cu (-0.512, 0.443, 0.822)
H (1.121, -1.653, -1.546)
H (-0.677, -1.854, -0.031)
P (0.485, 1.051, -2.422)
C (2.026, 1.962, -2.244)
H (2.190, 2.638, -3.102)
H (1.988, 2.528, -1.293)
H (2.834, 1.212, -2.244)
C (0.416, 0.168, -3.945)
H (-0.630, -0.059, -4.170)
H (0.870, 0.793, -4.716)
H (0.995, -0.747, -3.832)
C (-0.860, 2.194, -2.299)
H (-0.776, 2.814, -1.387)
H (-0.838, 2.868, -3.180)
H (-1.817, 1.639, -2.320)
C (-2.004, 1.437, 0.827)
O (-3.120, 1.782, 0.827)
H (-1.425, -3.205, -0.745)
H (-1.549, -1.729, -1.468)
H (0.094, -2.645, -2.959)
H (0.865, -3.669, -1.436)
B (0.415, -2.625, -1.804)
N (-0.906, -2.333, -0.960)
H (0.550, -0.059, -1.536)
H (-0.186, 1.896, 0.611)
C (0.580, 0.850, 3.501)
N (0.006, -0.510, 3.728)
C (-0.351, -0.844, 5.113)
C (-0.160, -1.439, 2.787)
O (-0.064, -1.241, 1.536)
H (0.815, 1.286, 4.484)
H (-0.160, 1.514, 3.024)
H (1.508, 0.799, 2.919)
H (-1.438, -1.037, 5.185)
H (0.194, -1.746, 5.434)
H (-0.078, 0.013, 5.743)
H (-0.401, -2.488, 3.096)

=====

# 2
DFT (ωB97M-V with the def2-TZVPD basis set) results for a structure of composition C7H24N4O5Sr.

HOMO-LUMO gap (alpha / beta): 0.118 / 0.118 Ha
lowest unoccupied orbital energy (alpha / beta): -2.166 / -2.165 eV
net charge: 0
energy above the lowest of the compared OMol25 structures with the same formula, charge and spin: 5.229 eV
molar mass: 331.912 g mol⁻¹

Cartesian coordinates (Å):
O (-0.310, 4.585, 1.791)
H (0.433, 4.096, 1.387)
Sr (0.093, -0.188, 0.388)
N (-0.915, -0.491, -1.472)
N (1.462, -1.480, -0.685)
O (-2.161, 0.020, -1.788)
O (2.704, -1.916, -0.256)
C (-0.292, -1.330, -2.312)
C (1.001, -1.867, -1.890)
C (-0.902, -1.714, -3.610)
C (1.776, -2.789, -2.754)
H (-1.678, -1.036, -3.979)
H (-1.356, -2.715, -3.547)
H (-0.137, -1.748, -4.402)
H (2.533, -3.388, -2.239)
H (2.294, -2.232, -3.552)
H (1.108, -3.515, -3.246)
H (-2.191, 0.828, -1.248)
H (2.810, -1.434, 0.588)
O (-0.772, -2.238, 0.913)
H (-1.330, -1.424, 0.769)
H (0.184, -2.046, 0.609)
C (1.245, 1.409, -0.206)
H (1.455, 2.382, -0.409)
H (1.199, 0.974, -1.230)
H (2.162, 0.987, 0.234)
O (-2.700, 3.423, -0.928)
H (-2.353, 3.976, -0.200)
H (-1.948, 2.835, -1.088)
N (-1.552, 1.071, 1.738)
C (-0.768, 1.358, 2.983)
C (0.057, 0.161, 3.482)
N (1.236, -0.138, 2.613)
H (-1.915, 1.956, 1.353)
H (-2.335, 0.457, 1.980)
H (-0.094, 2.212, 2.807)
H (-1.495, 1.654, 3.764)
H (0.447, 0.389, 4.490)
H (-0.583, -0.735, 3.555)
H (1.898, 0.648, 2.667)
H (1.687, -0.997, 2.935)

=====

# 3
DFT (ωB97M-V with the def2-TZVPD basis set) results for a cluster of 5 separate species, C7H24NO4 in total.

HOMO-LUMO gap: 0.345 Ha
lowest unoccupied orbital energy: -2.733 eV
net charge: +1
energy above the lowest of the compared OMol25 structures with the same formula, charge and spin: 2.779 eV
molar mass: 186.272 g mol⁻¹

Cartesian coordinates (Å):
C (-0.305, -2.064, -2.220)
C (-0.053, -1.236, -0.937)
C (0.815, -0.104, -1.127)
C (1.269, 0.672, 0.147)
C (1.418, 1.990, 0.046)
C (1.215, -0.056, 1.423)
C (2.375, -1.101, 1.624)
N (-1.501, -0.917, -0.353)
H (0.549, -1.896, -2.970)
H (-0.288, -3.117, -2.105)
H (-1.157, -1.670, -2.698)
H (0.304, -1.864, -0.160)
H (1.872, -0.301, -1.519)
H (0.375, 0.805, -1.767)
H (1.575, 2.733, 0.885)
H (1.544, 2.407, -0.926)
H (1.427, 0.666, 2.218)
H (0.312, -0.670, 1.374)
H (3.055, -0.778, 2.332)
H (1.927, -1.973, 2.212)
H (2.811, -1.396, 0.725)
H (-2.165, -1.358, -0.951)
H (-1.889, 0.109, -0.571)
H (-1.528, -0.914, 0.657)
H (3.942, 1.777, -2.168)
H (3.658, 0.880, -3.369)
O (3.698, 0.879, -2.399)
H (-2.181, 1.841, 0.362)
H (-2.071, 2.517, -0.972)
O (-2.282, 1.665, -0.521)
H (-2.518, 1.914, 2.909)
H (-3.812, 2.228, 2.026)
O (-3.022, 1.672, 2.091)
H (-3.424, -0.387, 2.298)
H (-2.844, -1.763, 2.575)
O (-3.107, -1.191, 1.827)

=====

# 4
DFT (ωB97M-V with the def2-TZVPD basis set) results for a cluster of 5 separate species, C7H25N7O5 in total.

SMILES string: COC[C@H](C)N.NC(N)=O.NC(N)=O.NC(N)=O.O
HOMO-LUMO gap: 0.349 Ha
lowest unoccupied orbital energy: 0.271 eV
net charge: 0
energy above the lowest of the compared OMol25 structures with the same formula, charge and spin: 0.000 eV
molar mass: 287.321 g mol⁻¹

Cartesian coordinates (Å):
C (17.688, -6.158, 0.914)
O (17.739, -6.899, -0.072)
N (18.772, -5.785, 1.650)
N (16.530, -5.692, 1.408)
H (19.686, -6.070, 1.349)
H (18.684, -5.008, 2.277)
H (15.703, -5.784, 0.836)
H (16.481, -5.169, 2.260)
C (19.688, -2.711, -4.535)
O (19.825, -1.924, -5.489)
N (19.320, -3.997, -4.721)
N (19.970, -2.338, -3.272)
H (19.319, -4.616, -3.927)
H (18.860, -4.260, -5.570)
H (20.000, -3.004, -2.499)
H (20.352, -1.421, -3.133)
C (14.562, -4.553, -1.434)
O (14.057, -4.678, -0.316)
N (14.061, -3.730, -2.388)
N (15.709, -5.190, -1.779)
H (13.187, -3.271, -2.205)
H (14.538, -3.486, -3.233)
H (16.025, -5.905, -1.138)
H (15.964, -5.394, -2.729)
C (25.227, -4.091, 0.520)
C (24.264, -4.281, -0.616)
C (23.039, -5.156, -0.220)
O (22.036, -5.233, -1.207)
C (22.374, -6.151, -2.239)
N (23.787, -2.945, -1.041)
H (25.765, -4.984, 0.835)
H (24.698, -3.662, 1.379)
H (25.947, -3.298, 0.309)
H (24.687, -4.664, -1.548)
H (22.608, -4.786, 0.714)
H (23.381, -6.185, -0.032)
H (23.289, -5.901, -2.781)
H (21.620, -5.978, -3.011)
H (22.345, -7.179, -1.881)
H (23.137, -2.629, -0.313)
H (23.088, -3.072, -1.776)
O (19.267, -4.483, -1.648)
H (18.482, -4.867, -1.234)
H (20.007, -4.765, -1.087)